Entry 1:
Entry from the Open Molecules 2025 dataset: a molecular structure, H10O7V (wB97M-V/def2-TZVPD).

Last column: Mulliken charge in e.
Geometry (Å):
O1 1.860 2.060 -0.341  -0.441
V1 0.860 0.893 0.114  1.797
O2 -0.370 1.724 0.718  -0.451
O3 2.586 -0.231 3.349  -0.611
H1 3.423 -0.001 3.752  0.317
H2 2.308 -1.024 3.806  0.325
O4 -0.382 0.872 -3.437  -0.614
H3 -0.762 1.625 -3.889  0.318
H4 -0.026 0.326 -4.137  0.325
O5 -5.423 2.509 1.871  -0.628
H5 -4.810 2.506 1.136  0.302
H6 -5.492 3.430 2.121  0.326
O6 -1.600 -2.433 0.032  -0.628
H7 -1.705 -2.845 -0.826  0.324
H8 -2.474 -2.466 0.422  0.324
O7 3.703 -2.119 -1.405  -0.623
H9 3.688 -2.990 -1.802  0.316
H10 4.615 -1.837 -1.482  0.322

Computed properties:
HOMO-LUMO gap = 6.10 eV
charge = +1
relative energy (zero: lowest compared OMol25 entry of this formula, charge and spin) = 4.972 eV
LUMO energy = -7.36 eV

=====

Entry 2:
Entry from the Open Molecules 2025 dataset: a molecular structure, H10O7V (wB97M-V/def2-TZVPD).

Last column: Löwdin spin population.
Geometry (Å):
O1 -6.280 14.129 24.192  0.563
V1 -5.407 15.418 23.898  -0.513
O2 -5.935 16.541 24.925  0.675
O3 -3.883 17.205 23.218  0.014
H1 -3.813 17.577 22.339  0.000
H2 -3.060 17.441 23.645  0.000
O4 -5.902 11.109 24.448  0.261
H3 -5.522 11.580 25.190  0.000
H4 -6.822 11.373 24.442  0.001
O5 -6.474 16.343 22.192  -0.001
H5 -6.613 17.284 22.299  0.000
H6 -7.010 16.106 21.436  0.000
O6 -4.046 14.434 22.401  0.001
H7 -4.111 13.586 21.962  -0.001
H8 -3.117 14.658 22.355  0.000
O7 -3.733 14.560 25.230  0.000
H9 -2.958 14.019 25.077  0.000
H10 -3.523 15.064 26.016  0.000

Computed properties:
HOMO-LUMO gap (spin up / spin down) = 9.73 / 4.00 eV
charge = +2
multiplicity = 2
LUMO energy (spin up / spin down) = -10.34 / -13.86 eV

=====

Entry 3:
Entry from the Open Molecules 2025 dataset: 5 unconnected molecules or ions with the total composition H11NO4 (wB97M-V/def2-TZVPD).

Last column: Mulliken charge in e.
Geometry (Å):
N1 0.684 0.644 -2.202  -0.800
H1 1.139 0.996 -1.358  0.270
H2 0.648 1.399 -2.877  0.244
H3 1.309 -0.060 -2.570  0.244
O1 0.531 -0.109 2.292  -0.749
H4 -0.078 -0.743 1.857  0.423
H5 1.240 -0.656 2.622  0.325
O2 -1.038 -1.804 0.876  -0.746
H6 -1.848 -2.093 1.282  0.314
H7 -1.326 -1.338 0.061  0.424
O3 -1.795 -0.453 -1.384  -0.774
H8 -2.373 0.300 -1.243  0.336
H9 -0.949 -0.039 -1.701  0.486
O4 1.479 1.689 0.487  -0.705
H10 1.133 1.075 1.156  0.423
H11 2.292 2.037 0.844  0.285

Computed properties:
HOMO-LUMO gap = 11.42 eV
charge = 0
SMILES = N.O.O.O.O
relative energy (zero: lowest compared OMol25 entry of this formula, charge and spin) = 0.000 eV
LUMO energy = 0.87 eV

=====

Entry 4:
Entry from the Open Molecules 2025 dataset: 5 unconnected molecules or ions with the total composition H11NO4 (wB97M-V/def2-TZVPD).

Last column: Löwdin spin population.
Geometry (Å):
N1 -0.543 -0.065 -1.745  0.643
H1 0.277 -0.487 -1.389  0.007
H2 -0.246 0.894 -1.586  0.016
H3 -0.566 -0.255 -2.697  0.023
H4 0.219 2.303 0.604  0.000
H5 -0.547 2.944 1.730  0.000
O1 -0.647 2.429 0.943  -0.001
H6 0.688 -2.347 1.569  0.000
H7 -0.480 -1.387 1.104  -0.002
O2 0.461 -1.511 1.377  0.016
H8 -1.724 0.123 1.307  0.002
H9 -1.839 -0.339 -0.200  0.004
O3 -2.069 -0.559 0.686  0.202
H10 1.901 -0.191 -0.077  -0.001
H11 2.721 -1.233 -0.721  0.000
O4 2.394 -0.319 -0.903  0.091

Computed properties:
HOMO-LUMO gap (spin up / spin down) = 12.00 / 4.69 eV
charge = +1
multiplicity = 2
relative energy (zero: lowest compared OMol25 entry of this formula, charge and spin) = 1.859 eV
LUMO energy (spin up / spin down) = -3.79 / -10.98 eV

=====

Entry 5:
Entry from the Open Molecules 2025 dataset: 5 unconnected molecules or ions with the total composition H11O5 (wB97M-V/def2-TZVPD).

Last column: Mulliken charge in e.
Geometry (Å):
O1 2.749 0.904 -1.419  -0.670
H1 3.508 0.409 -1.086  0.325
H2 3.176 1.653 -1.865  0.321
O2 0.791 -0.710 1.964  -0.678
H3 1.557 -1.194 2.331  0.330
H4 0.561 -0.095 2.675  0.336
O3 -1.659 -0.775 -0.846  -0.654
H5 -2.312 -0.999 -1.516  0.343
H6 -2.161 -0.146 -0.261  0.395
O4 -2.760 1.050 0.891  -0.689
H7 -2.985 1.968 0.722  0.323
H8 -3.345 0.672 1.554  0.331
O5 0.806 -0.656 -0.630  -0.426
H9 1.433 -0.173 -1.214  0.466
H10 0.974 -0.486 0.345  0.449
H11 -0.209 -0.782 -0.773  0.496

Computed properties:
HOMO-LUMO gap = 12.96 eV
charge = +1
relative energy (zero: lowest compared OMol25 entry of this formula, charge and spin) = 0.292 eV
LUMO energy = -2.93 eV

=====

Entry 6:
Entry from the Open Molecules 2025 dataset: 6 unconnected molecules or ions with the total composition H11O5S (wB97M-V/def2-TZVPD).

Last column: Mulliken charge in e.
Geometry (Å):
S1 -0.296 -0.846 -1.598  -0.841
H1 -1.568 -1.180 -1.821  0.051
H2 -0.130 -1.959 0.236  0.269
H3 -0.789 -2.617 1.428  0.294
O1 0.008 -2.132 1.199  -0.681
H4 0.350 -0.255 1.435  0.327
H5 1.471 0.324 0.576  0.408
O2 0.889 0.538 1.321  -0.741
H6 1.929 -0.327 -1.280  0.273
H7 3.130 -0.945 -0.545  0.334
O3 2.715 -0.103 -0.742  -0.700
H8 0.069 2.125 0.975  0.414
H9 -0.655 2.976 -0.060  0.318
O4 -0.545 2.890 0.886  -0.695
H10 -1.705 0.307 -0.002  0.294
H11 -2.047 1.350 1.074  0.317
O5 -2.456 0.752 0.443  -0.643

Computed properties:
HOMO-LUMO gap = 7.85 eV
charge = -1
relative energy (zero: lowest compared OMol25 entry of this formula, charge and spin) = 0.482 eV
LUMO energy = 3.66 eV

=====

Entry 7:
Entry from the Open Molecules 2025 dataset: a molecular structure, H11O6V (wB97M-V/def2-TZVPD).

Last column: Löwdin spin population.
Geometry (Å):
V1 -0.214 -0.144 0.090  2.806
O1 -1.190 -1.157 1.697  0.047
H1 -0.988 -1.935 2.251  0.002
O2 -0.349 1.815 1.247  0.018
H2 0.326 2.099 1.864  0.001
H3 -0.938 2.565 1.174  0.001
O3 -2.071 0.420 -0.905  0.031
H4 -2.197 0.486 -1.852  0.001
H5 -2.954 0.475 -0.541  0.002
O4 0.782 0.927 -1.515  0.034
H6 0.906 1.094 -2.450  0.001
H7 1.417 1.497 -1.083  0.002
O5 0.319 -2.079 -0.982  0.021
H8 1.219 -2.402 -1.043  0.001
H9 -0.160 -2.578 -1.644  0.001
O6 1.746 -0.311 0.968  0.028
H10 1.705 -0.799 1.791  0.002
H11 2.640 0.027 0.933  0.000

Computed properties:
HOMO-LUMO gap (spin up / spin down) = 7.14 / 7.90 eV
charge = +1
multiplicity = 4
LUMO energy (spin up / spin down) = -3.53 / -3.54 eV

=====

Entry 8:
Entry from the Open Molecules 2025 dataset: 6 unconnected molecules or ions with the total composition H11S6 (wB97M-V/def2-TZVPD).

Last column: Mulliken charge in e.
Geometry (Å):
S1 -2.003 3.032 1.809  -0.404
H1 -2.965 2.922 2.666  0.056
S2 -2.694 0.527 -2.362  -0.314
H2 -3.090 1.682 -1.663  0.163
H3 -1.595 0.245 -1.774  0.140
S3 -0.467 0.291 0.857  -0.734
H4 -0.899 -0.793 1.456  -0.033
H5 -1.370 1.779 1.652  0.156
S4 2.937 -2.795 4.728  -0.333
H6 2.907 -1.533 4.426  0.156
H7 1.907 -2.924 3.812  0.177
S5 -2.715 -3.456 -0.975  -0.308
H8 -2.953 -3.017 0.237  0.135
H9 -2.244 -2.318 -1.646  0.146
S6 5.261 2.052 -4.968  -0.301
H10 5.192 1.213 -3.913  0.159
H11 4.792 3.093 -4.339  0.142

Computed properties:
HOMO-LUMO gap = 6.39 eV
charge = -1
relative energy (zero: lowest compared OMol25 entry of this formula, charge and spin) = 1.231 eV
LUMO energy = 2.68 eV